1.
DFT (ωB97M-V/def2-TZVPD) results for 5 unconnected molecules or ions with the total composition C5H21NO4S2.

Output
- SMILES = CCNCCCSS.O.O.O.O
- strongest force on any atom (eV/A) = 1.56
- total charge = 0

Element x y z (Å)
H 4.9412 -1.0148 1.9423
S -3.6147 0.9686 -0.6341
H 0.0331 2.0382 -0.4274
H 2.4479 -0.4597 2.7017
H -1.0383 -1.6643 -3.7902
H -1.4799 0.5468 1.2996
C -1.2554 1.6049 1.1688
C 1.1058 0.6575 0.8657
H 2.6216 -2.3048 -2.2221
H 0.6732 -0.0602 1.5891
H 0.3494 -1.1748 -3.7169
H 2.6209 2.0057 1.4582
O -0.0603 -2.9180 2.1171
H 3.7958 0.7310 2.7584
C 3.1698 0.1193 2.1149
H 0.5908 2.7392 1.0945
O 0.4208 -2.2405 -0.6089
H 0.6042 -3.1552 -0.3590
H -1.3748 2.0556 2.1565
H -0.0278 -3.8024 2.4984
H 0.4508 -2.3630 2.7167
H -3.2381 1.0814 -1.9222
O -0.4331 -1.0929 -4.2777
H 1.1063 0.0379 -0.0381
H 1.2763 -3.0268 -2.1484
N 2.4367 1.0434 1.2468
H 3.5475 -1.7773 1.1147
O 1.9921 -2.8039 -2.7575
H -0.0123 -1.9183 0.1935
C 4.0675 -0.8505 1.3109
C 0.1690 1.8447 0.6356
H 4.3362 -0.4640 0.3308
S -2.5695 2.4280 0.1923

---

2.
DFT (ωB97M-V/def2-TZVPD) results for a gas-phase ion, C9H12N3S (charge +1).

Output
- strongest force on any atom (eV/A) = 3.86
- total charge = +1

Element x y z (Å)
C 1.7399 1.0865 0.0924
C 2.1039 -1.3110 0.0891
C 3.0988 1.1686 -0.0649
N -2.2458 0.2999 -1.5141
H -3.0047 0.5450 -2.1102
H 3.6210 2.1876 -0.1370
H -0.8575 1.2718 1.0100
C -0.2160 -0.3938 0.1904
H -2.7190 -1.2993 1.4122
H -1.5322 1.0153 -1.6136
C 3.9877 0.1060 -0.1023
H 4.2214 -1.9550 -0.1406
H -3.9250 0.5125 1.3569
S -0.8063 -1.9702 -0.0955
C 1.1715 -0.2304 0.1685
N -3.4725 0.8761 0.5350
H 5.0125 0.1885 -0.1041
C -2.3987 0.1470 -0.1070
H 1.3133 2.0754 0.1472
H -3.3000 -1.8311 -0.3041
C -2.4636 -1.3924 0.2880
H 1.5878 -2.3291 0.1582
N -1.1121 0.5359 0.4048
C 3.4975 -1.1684 -0.1553
H -3.3021 1.8646 0.5961

---

3.
DFT (ωB97M-V/def2-TZVPD) results for C3H3NO2 in the gas phase.

Output
- SMILES = N#CCOC=O
- strongest force on any atom (eV/A) = 2.66
- total charge = 0

Element x y z (Å)
C 0.5932 0.1454 -0.2831
H -2.6155 0.3862 0.1544
C -1.5346 0.4838 0.3350
O -0.7772 -0.0197 -0.6543
O -1.0382 0.9860 1.3089
H 0.7886 -0.3948 0.6509
N 2.0789 -1.5769 -1.0287
H 0.8648 1.1957 -0.1959
C 1.5026 -0.5952 -1.2544

---

4.
DFT (ωB97M-V/def2-TZVPD) results for 3 unconnected molecules or ions with the total composition C24H47BF7O6S.

Output
- strongest force on any atom (eV/A) = 9.11
- total charge = -1

Element x y z (Å)
C -6.2803 -4.6792 3.8739
F 0.5939 -2.4393 2.6269
O -4.6554 0.6428 -3.3201
H 5.2754 4.3525 0.6507
C 5.5380 1.7529 1.8681
H 3.8909 3.0908 2.2314
O 3.5923 -1.4842 -1.3591
H 1.8141 4.5796 -2.2276
C -5.0868 -2.4107 2.0687
C 4.9785 3.0842 2.3758
H -0.7852 0.8129 -5.1392
C -1.1516 -1.0996 -3.9337
H -4.6354 -4.2675 1.0266
F -0.6943 -2.9844 -1.0056
H -3.4008 -0.0995 -5.0154
C 5.2505 1.5065 0.3952
H -4.6281 3.7632 -1.7575
H 7.3472 3.7179 3.8296
H 5.7179 2.2634 -0.2414
H -0.5058 -1.9286 -3.4177
O -2.9129 2.3907 -3.7579
H 7.1276 5.4760 3.7323
H -1.4985 -1.5332 -4.9725
H 5.0898 5.2185 2.1598
H 1.6707 0.8160 -5.3063
H -6.7081 -4.5928 2.8700
C 2.0486 1.5493 -2.1833
S 2.1432 -1.3269 -1.9659
F -1.1269 -3.7981 1.6757
H 7.3812 5.3790 1.2551
C -7.1322 -3.8978 4.8622
H 0.9398 1.8619 -1.9740
H -3.3515 -3.0460 0.9382
H -6.1742 -2.5344 2.0243
H -4.8928 -1.3438 1.9063
H -4.5159 -1.3321 -4.1239
F 1.3892 -3.6147 0.0195
H 8.6658 4.7407 3.2508
H 6.6163 1.6955 2.0475
C 7.0816 4.4810 1.8085
C -4.3143 2.6470 -1.5998
H 5.6444 0.5297 0.0922
H 1.4117 -0.9974 -4.8625
C -3.9032 1.8742 -3.0235
C 1.2820 0.1068 -4.4282
H -0.5956 1.0261 -3.2756
H -6.3283 -5.7425 4.1368
C 7.5782 4.6091 3.2400
B 2.2335 0.1896 -3.0900
H -4.8266 -2.8618 -0.0255
C -4.4352 -3.1961 0.9416
H -8.1639 -4.2671 4.8453
H -4.3965 -4.3938 4.8763
H -3.4347 2.5798 -0.7961
C 2.5280 3.7968 -1.6820
H 3.4967 4.2853 -1.2357
C 5.5610 4.3362 1.7090
H -7.1588 -2.8314 4.6201
H 1.9031 3.3984 -0.7605
H 5.1364 3.1411 3.4594
H -2.8519 -1.9538 -2.5869
C 0.9933 -1.1362 -0.4950
C 0.3263 -2.5661 0.0080
H -2.2772 -0.2149 -2.1369
C -4.5583 -2.7931 3.4536
H 5.0869 0.9417 2.4518
C -0.3214 0.3120 -4.1610
H -5.2207 2.0515 -1.1164
C -0.3834 -2.4967 1.4839
H -4.9986 -2.1174 4.1961
O 1.9136 -2.6653 -2.7709
H -3.4772 -2.6085 3.4846
H 7.5812 3.6384 1.3185
O 2.8262 2.7206 -2.6808
C -3.8106 -0.3846 -3.9567
F -1.3994 -1.4288 1.6435
H 2.5209 1.3011 -1.1154
O 3.6511 0.2252 -3.5976
H 3.6431 -0.3843 -4.4132
C -4.8119 -4.2464 3.8716
H 4.1729 1.5107 0.2036
F -0.1460 -0.2028 -0.7157
C -2.5462 -0.8990 -3.0485
H -6.7488 -4.0121 5.8809
H -4.2487 -4.9189 3.2137
F 1.8518 -0.6650 0.6476

---

5.
DFT (ωB97M-V/def2-TZVPD) results for a molecular structure, C58H59BrGe2N5O2ReS3.

Output
- strongest force on any atom (eV/A) = 1.72
- total charge = +3
- spin multiplicity = 2

Element x y z (Å)
C -2.1444 -1.5652 -2.6689
H -1.5438 0.3578 -6.7866
C 0.9381 4.3077 1.5428
C -4.2204 -5.3108 -3.3608
H 5.3843 5.3840 -0.5308
H -1.3101 6.7529 1.0386
O 3.1571 -1.7965 -2.7582
H 1.7931 6.4723 3.9722
H -4.1011 -3.1998 -3.5180
H 0.1791 -1.4480 4.2162
C 4.9393 4.4036 -0.4586
C 1.8796 -5.4129 -3.6134
C 0.3175 2.2141 6.6280
H 0.6596 -4.0222 -4.7277
C 2.6178 1.5032 6.5489
C 5.0987 2.0155 -0.7273
H 2.2327 -3.3812 -4.2047
H 0.6381 -2.3262 0.0947
C 1.3887 -4.0051 -3.9148
H 0.6270 -4.3912 1.4555
C -3.5173 -3.4983 3.0057
C -1.5451 -2.7601 -2.5938
H -1.7626 -7.3548 -2.2759
H 0.7621 -5.3924 0.0185
H 4.6504 2.3946 -5.0740
H -0.0830 7.7064 2.9554
H 3.0671 -4.4414 3.2281
C -3.5817 -4.0951 -3.2166
C -1.9256 0.2481 -5.7757
C 3.7966 1.8837 -0.2755
Ge 0.4525 -3.1157 -2.3182
H -3.1125 4.6286 2.4341
N 1.7330 1.4255 -2.7051
H 2.4909 -5.4315 -2.7136
H -4.6693 0.3542 -2.9024
C 0.2009 6.7426 2.5627
H -0.6251 -5.2079 -2.0091
N -0.5902 -0.2027 0.1944
C 3.6853 0.8117 -3.9859
H -4.2430 1.5865 -4.0850
C 2.8669 -1.2377 2.1701
C -2.2753 -4.0257 -2.7199
H -2.7584 0.9314 -5.6567
H -3.4350 -4.2241 0.9913
C -3.9295 1.1378 1.0036
H -2.2923 -0.7681 -5.6579
H 4.2334 -2.8316 1.7681
C 3.3374 -2.5376 2.2930
C 1.5384 -3.0631 3.8062
C -3.1942 -2.4690 3.8763
N -0.4846 0.7287 2.6965
C 3.6326 4.2763 -0.0093
C 2.6811 -3.4411 3.1154
C -4.9186 2.1076 1.0871
H -5.9214 1.8714 0.7672
S 1.0540 0.7799 2.9208
C 0.9764 -3.2699 -0.3458
C 1.8582 2.6658 -3.1922
C 2.6309 0.5088 -3.1433
H 3.2879 0.7201 4.6603
H -0.7957 1.9670 4.7981
H -3.0524 1.4955 -1.2572
H -0.6336 4.5443 0.1153
C 1.2614 6.0520 3.1336
C 3.8300 2.1202 -4.4293
H -2.1864 -2.2313 0.1559
H 2.9086 4.0704 -4.4106
H -3.4806 -2.5261 4.9129
C 2.8810 3.0565 -4.0433
H -3.2307 -1.5679 -2.7242
H 1.0417 -3.7624 4.4581
H 4.3557 0.0249 -4.2947
H 3.5730 1.3674 7.0302
C 1.6445 4.8253 2.6165
C 0.3751 -4.4502 0.3985
H 3.3263 0.9110 -0.1934
H -5.0338 2.0421 -2.5766
C -0.1234 4.9817 0.9600
H -4.0512 -4.3576 3.3756
C -3.3370 3.6575 2.0198
C -1.6428 -5.2270 -2.3924
C 1.0572 -1.7738 3.6825
H -2.5855 2.5830 -2.5414
Ge -1.5033 0.2881 -2.8766
H -0.5117 2.6332 7.1754
Br 0.5423 3.9118 -2.6964
C 1.2287 1.3100 4.6188
H -4.0651 -7.4390 -3.1587
H 1.6605 2.2814 8.2935
C -2.4768 -2.3221 1.1922
C -2.5206 -1.3546 3.4086
H -2.2759 -0.5332 4.0617
C -2.1627 -1.3003 2.0726
Re 0.4518 0.6484 -1.2521
H -0.5136 1.6060 -4.8936
H -4.1613 0.1565 0.6201
C 3.0891 3.0104 0.1127
C 1.5424 2.0278 7.2520
N 1.9025 1.7074 1.9830
H 1.0523 -6.1102 -3.5014
H 3.3855 -0.5087 1.5674
H 6.7102 3.3773 -1.0831
C 5.6773 3.2764 -0.7883
S 1.4555 2.7557 0.8240
H -5.2259 -5.3435 -3.7496
H -1.3384 2.8992 2.2726
C 2.3520 -0.9006 -2.7175
S -1.3602 0.1724 1.4384
H 3.0557 5.1495 0.2513
C 2.4662 1.1387 5.2217
C 0.1512 1.8511 5.3011
H 5.6661 1.1398 -1.0078
C -3.1641 -3.4275 1.6667
C -3.5743 -6.4896 -3.0226
O 1.1069 -1.0737 -2.3259
H -5.3938 4.1183 1.6584
C -2.9478 1.5750 -2.3391
C -0.8292 0.5680 -4.7713
H 2.4965 -5.7588 -4.4418
H -0.7094 -4.4609 0.3148
H 0.0364 -0.0734 -4.9504
C 1.7329 -0.8740 2.8716
H 2.0653 -3.3021 -0.2987
C -0.4905 6.2111 1.4831
H 2.4830 4.2771 3.0180
C -2.2777 -6.4433 -2.5352
C -2.3422 2.6967 1.9356
C -2.6484 1.4462 1.4312
C -4.3007 1.3711 -3.0208
N 0.4032 2.2498 -0.1285
C -4.6236 3.3646 1.5931

---

6.
DFT (ωB97M-V/def2-TZVPD) results for 2 unconnected molecules or ions with the total composition C2H10N2S2.

Output
- SMILES = NCCN.SS
- strongest force on any atom (eV/A) = 2.44
- total charge = 0

Element x y z (Å)
N -1.0592 -2.4104 0.7325
H -1.2798 2.5369 -0.9969
H 1.8429 0.4314 1.0225
H 0.9995 -1.9460 0.7128
N 0.9648 0.7217 0.5754
S 0.6359 3.3993 -2.5308
H -0.0110 -1.4501 -0.7568
H 0.9677 2.8545 -3.7165
S -0.9718 2.0415 -2.2145
C 0.0445 -1.5080 0.3421
H -0.0169 -0.4175 2.1273
H -0.9623 -3.2846 0.2425
H -1.1273 0.2386 0.7371
C -0.1061 -0.1448 1.0403
H 0.8707 1.6958 0.9844
H -0.7915 -2.7583 1.6986

---

7.
DFT (ωB97M-V/def2-TZVPD) results for a molecular structure, C22H17BF4IN3O5Sn.

Output
- strongest force on any atom (eV/A) = 2.63
- total charge = 0

Element x y z (Å)
I -0.5975 -3.2445 -2.9085
F -1.2512 0.4754 -2.6455
H 1.6052 4.8926 0.3108
H -2.3597 -2.7939 -0.9493
C 4.3249 0.5159 -5.8040
C 1.7893 3.1008 -0.8345
O -3.7690 1.3343 6.5466
C 4.5750 1.6027 -4.9819
C 1.1966 3.2791 -3.1668
H 0.7760 6.2322 -1.5829
H 1.0340 -4.2393 0.9294
O 1.1326 1.4546 4.1273
C -3.5134 0.2093 6.2351
H 1.8505 -0.9526 -4.0202
H -4.5288 -0.4789 3.7202
F -2.7152 -0.4260 -1.2013
C -1.5765 -3.5426 -1.0209
C -0.5168 -3.3236 0.0149
H 0.5278 5.2025 -3.8103
C 1.0249 5.1922 -1.7272
C 0.5440 1.1618 3.1178
F -2.2328 1.7523 -1.0823
C 1.6490 2.5245 -2.0906
H 0.1900 -5.2466 -0.1961
H 3.1523 -1.2506 -6.1057
H -1.9809 -4.5519 -1.0089
C -0.9652 0.7059 3.2973
C 3.8345 1.7828 -3.8288
C -2.7653 0.2477 4.7062
N 0.2603 -4.3732 0.2958
O 0.9197 1.1445 1.9242
C -2.9060 -0.0579 2.3636
B -2.4686 0.7126 -1.9968
C 3.3512 -0.4080 -5.4607
C 0.8774 4.6121 -2.9764
F -3.4732 0.9677 -2.8466
N -1.6594 0.3467 2.2564
H 4.8849 0.3956 -6.7188
C -3.5148 -0.1305 3.6179
H 4.0171 2.6331 -3.1899
H 5.3387 2.3181 -5.2459
O -3.6094 -0.9345 6.5758
H 1.0767 2.8232 -4.1379
C 2.0114 1.0887 -2.2879
C 1.4803 4.4378 -0.6595
H -3.4269 -0.3208 1.4515
O -0.3603 -2.2454 0.5769
N 1.6602 0.1674 -1.5299
Sn -0.1581 0.2343 -0.0147
C 2.8511 0.8591 -3.4910
C 2.6200 -0.2488 -4.2966
H 2.1630 2.5099 -0.0089
H -0.8475 1.0312 5.4071
C -1.4788 0.6925 4.5980

---

In eV, the E values for the records above are, in order, -36875.501; -24825.892; -8742.816; -68462.991; -290329.366; -26885.881; -63280.494.